(1)
A structure of composition C19H18AuCl3N2OPSi. Source: OMol25; level of theory: ωB97M-V with the def2-TZVPD basis set.

Structure (XYZ):
```
46
Properties=species:S:1:pos:R:3:forces:R:3
Au 0.071093 2.336304 0.045010 0.907 -0.218 0.006
O 1.891893 1.339770 2.564888 -3.165 -2.986 0.343
C 1.061149 0.522326 2.556575 4.575 4.384 -0.090
C 0.156283 -0.455225 2.601066 -2.541 -2.715 0.036
C -0.171644 -1.074486 3.859468 0.579 0.664 -0.450
C -1.107654 -2.065112 3.909818 -0.253 -0.265 0.085
C -1.754342 -2.514382 2.749052 0.375 0.481 0.128
C -1.455314 -1.945722 1.524166 -0.100 -0.040 0.122
C -0.527549 -0.921560 1.413851 0.825 0.351 0.310
P -0.225160 -0.074185 -0.144351 -0.420 1.248 -0.892
C -1.536396 -0.698868 -1.227001 0.129 -0.168 0.121
C -1.268022 -1.659041 -2.199052 -0.065 0.029 0.157
C -2.310507 -2.197087 -2.932509 -0.048 -0.053 -0.119
C -3.611206 -1.777501 -2.706379 0.006 -0.027 0.007
C -3.880250 -0.820084 -1.737647 -0.087 -0.028 -0.004
C -2.845761 -0.273112 -1.001755 0.157 -0.015 -0.033
C 1.304622 -0.701264 -0.879512 -0.114 -0.099 0.276
C 1.696338 -0.125271 -2.088751 -0.200 -0.046 0.154
C 2.841606 -0.568896 -2.717839 -0.049 -0.049 -0.099
C 3.591732 -1.586802 -2.147656 -0.012 -0.032 -0.017
C 3.199759 -2.159746 -0.949076 0.170 -0.074 0.034
C 2.058865 -1.715379 -0.302947 -0.235 0.133 -0.124
H 0.331626 -0.728316 4.749203 0.000 -0.029 0.133
H -1.360498 -2.510181 4.860266 0.042 0.009 0.079
H -2.493993 -3.294599 2.813581 -0.055 -0.180 0.013
H -1.947885 -2.302895 0.631341 -0.022 0.039 -0.028
H -0.255582 -1.994884 -2.368547 0.033 -0.036 -0.023
H -2.104469 -2.956607 -3.672380 -0.008 -0.009 -0.085
H -4.417634 -2.200639 -3.285200 -0.091 -0.035 -0.034
H -4.899148 -0.513780 -1.552389 -0.053 0.077 -0.016
H -3.045875 0.469392 -0.239130 -0.021 0.072 0.007
H 1.095659 0.658157 -2.534529 0.040 0.092 -0.003
H 3.145353 -0.125704 -3.655282 0.026 0.030 -0.025
H 4.479296 -1.940156 -2.649350 0.101 -0.031 -0.009
H 3.781435 -2.961396 -0.520660 0.076 -0.052 0.061
H 1.743952 -2.160570 0.631974 0.053 -0.104 0.033
N -0.160557 4.805253 2.035653 0.086 0.030 0.233
N -0.848437 4.453598 0.830971 -0.494 -0.077 -0.138
H -0.378953 5.755857 2.328290 0.009 -0.112 -0.181
H 0.839338 4.750339 1.864873 -0.187 -0.033 -0.056
H -0.768476 5.163565 0.096188 0.002 -0.194 0.265
H -1.834614 4.366230 1.074354 0.267 0.027 -0.153
Cl 3.018883 4.459114 0.912068 0.738 0.888 0.597
Si 2.453702 2.970689 -0.335685 -2.374 -0.712 -0.053
Cl 2.764163 3.576276 -2.243820 0.421 0.279 -0.737
Cl 3.683176 1.396582 0.038791 0.974 -0.413 0.170
```
Positions in Å, forces in eV/Å.

## Properties
E_LUMO (alpha / beta) = -0.198 / -0.198 hartree
HOMO-LUMO gap (alpha / beta) = 4.28 / 4.27 eV
net charge = +1



(2)
A cluster of 9 separate species, C34H70O9 in total. Source: OMol25; level of theory: ωB97M-V with the def2-TZVPD basis set.

Structure (XYZ):
```
113
Properties=species:S:1:pos:R:3:forces:R:3
C -0.369728 4.731988 0.957470 -0.273 -1.282 1.017
C -1.780978 4.562088 0.443390 -1.080 0.346 -2.332
C -1.604858 4.723008 -1.107690 1.705 0.374 0.954
O -0.419298 5.606478 -1.126160 -2.082 1.210 -2.539
C 0.482072 5.252348 -0.166170 0.549 -0.499 0.469
H -0.024888 3.746628 1.270910 0.288 0.234 0.698
H -0.444428 5.498918 1.728410 0.536 -0.497 0.466
H -2.394538 5.402238 0.768640 -0.207 -0.195 0.134
H -2.293638 3.620348 0.639360 0.166 0.007 0.373
H -2.391988 5.136098 -1.738470 -0.035 0.646 0.600
H -1.384358 3.791358 -1.628760 0.420 -0.387 0.302
H 1.063332 6.065558 0.268490 -0.077 0.679 -0.661
H 1.217162 4.598248 -0.635090 0.116 -0.752 0.490
C 0.341232 2.109558 5.099850 1.856 1.028 -0.090
C -0.609698 3.158468 4.642800 -1.332 1.285 0.656
C -1.767438 2.376258 4.123650 -1.651 0.002 -1.939
O -1.546988 1.034738 4.417430 -0.349 -1.501 -0.137
C -0.543678 0.944948 5.383080 0.231 -1.010 0.610
H 0.922312 2.505618 5.932670 0.018 -0.371 0.236
H 1.053012 1.983498 4.284020 0.050 -0.843 0.018
H -0.287968 3.891478 3.903020 0.374 -0.055 0.290
H -0.992448 3.644548 5.540200 0.197 0.636 -0.041
H -1.933778 2.422998 3.047440 0.613 0.113 -0.423
H -2.758258 2.704868 4.437320 -0.052 0.099 0.921
H -0.028918 -0.015612 5.362410 0.014 -0.116 -0.662
H -1.002378 0.910458 6.371270 -0.020 0.696 0.471
C -4.385988 -1.612652 3.441850 0.893 -0.986 -0.523
C -3.369208 -2.322782 4.337280 1.514 0.464 0.512
C -2.786868 -3.478822 3.476510 -0.538 2.558 0.344
O -3.889658 -3.830812 2.728290 -2.471 -1.026 -1.038
C -4.951088 -2.819442 2.772000 -0.500 -0.946 -0.991
H -3.845078 -1.109802 2.640190 0.154 0.580 0.333
H -5.132348 -0.953072 3.884570 0.227 -0.141 0.190
H -3.800588 -2.765712 5.234960 -0.125 0.304 0.137
H -2.562778 -1.623542 4.558280 -0.021 -0.007 0.631
H -2.335348 -4.290872 4.046420 -0.284 -0.143 -0.027
H -2.065998 -3.051832 2.779280 0.631 -0.074 0.107
H -5.872878 -3.165902 3.239290 0.230 -0.609 0.563
H -5.277588 -2.628892 1.749660 0.337 0.000 -0.252
C 2.600012 2.382868 -3.768780 -3.214 0.936 -1.377
C 3.908532 3.068258 -4.002100 0.625 -1.430 0.090
C 4.153802 3.705048 -2.638360 -0.859 -1.502 0.846
O 3.481662 2.737408 -1.708890 2.509 3.385 1.148
C 2.427062 2.078028 -2.301120 1.353 -1.680 -0.936
H 2.291432 1.528568 -4.371320 0.688 -0.115 -0.252
H 1.885422 3.145038 -4.079520 -0.738 0.013 0.301
H 3.989592 3.693378 -4.891340 -0.407 0.275 0.255
H 4.529872 2.198058 -4.213760 1.214 0.412 0.443
H 3.679222 4.662078 -2.421680 0.010 0.215 -0.633
H 5.219352 3.770138 -2.418180 -0.118 -0.168 0.429
H 1.419192 2.199768 -1.904290 0.082 0.538 0.193
H 2.799502 1.078858 -2.075220 -1.156 -0.925 -0.392
C 2.766372 -3.125862 -2.407750 0.909 0.410 -0.098
C 3.256462 -4.270022 -3.275120 -0.598 -0.902 -0.482
C 3.923502 -5.261912 -2.260790 0.143 1.587 -1.504
O 4.258042 -4.467022 -1.148860 -0.517 0.325 1.423
C 3.887022 -3.075822 -1.338580 -0.589 -0.919 -0.778
H 1.765552 -3.328962 -2.026680 0.195 -0.143 0.484
H 2.669292 -2.188842 -2.956080 0.187 0.061 -0.035
H 3.905412 -3.965692 -4.096310 0.555 0.278 0.432
H 2.441172 -4.723352 -3.838930 -0.257 -0.260 0.282
H 4.873222 -5.584512 -2.687480 -0.091 -0.624 -0.071
H 3.261672 -6.096632 -2.029910 0.098 0.004 0.318
H 4.812342 -2.612032 -1.680330 -0.296 0.622 -0.214
H 3.532052 -2.593782 -0.427680 0.238 -0.413 0.267
C 7.675632 0.639498 -0.673410 1.582 -0.011 -0.527
C 6.742612 0.298338 0.425430 -0.007 1.291 1.425
C 5.446952 0.173818 -0.332540 -0.870 -0.677 1.634
O 5.755472 -0.050542 -1.660930 1.564 -1.472 -1.613
C 7.212362 -0.315482 -1.748450 -0.992 1.573 -0.814
H 8.716092 0.502708 -0.378730 0.130 0.084 -0.135
H 7.519412 1.663088 -1.013930 0.088 0.020 -0.065
H 6.605322 1.125808 1.121530 0.300 0.087 0.188
H 7.144572 -0.512902 1.032420 -0.539 -0.532 -0.305
H 4.869632 1.091618 -0.221010 -0.130 0.024 -0.283
H 4.873112 -0.648472 0.094850 -0.390 -0.152 -0.138
H 7.492082 -0.038202 -2.764800 -0.035 0.253 0.005
H 7.607412 -1.325682 -1.641060 -0.784 -0.453 0.565
C -3.998788 -2.781982 -2.672560 -0.466 0.108 1.366
C -3.247028 -4.098912 -2.328110 -0.937 1.325 -1.851
C -3.814308 -4.936752 -3.529260 1.509 -1.235 0.915
O -4.090918 -4.115402 -4.608370 -0.253 1.907 -0.943
C -4.335568 -2.763462 -4.160670 -0.124 -0.400 1.725
H -3.517728 -1.836882 -2.420630 0.431 -0.157 0.276
H -4.878578 -2.818382 -2.030110 -0.434 0.267 -0.315
H -3.511288 -4.450602 -1.330820 0.158 -0.136 -0.193
H -2.195248 -3.827382 -2.418310 0.228 -0.856 -0.017
H -4.673658 -5.569282 -3.306720 -0.389 0.263 0.589
H -3.067988 -5.646922 -3.885310 0.256 -0.142 0.004
H -5.383778 -2.467802 -4.204670 -0.180 -0.285 -0.700
H -3.735748 -1.963952 -4.595530 0.229 -0.613 -0.845
C -0.234538 -1.444722 -0.592000 0.951 0.654 0.024
C -1.329288 -0.641552 0.070340 -0.206 -0.500 -0.042
C -0.722998 0.721428 0.329390 -0.685 -1.308 -0.404
O 0.655542 0.484998 0.590170 -0.400 0.900 0.161
C 1.027522 -0.812262 0.136790 -0.613 -0.525 -0.072
H -0.276748 -1.324102 -1.674480 0.511 0.099 -0.083
H -0.406118 -2.493972 -0.351700 0.464 -0.096 -0.133
H -1.534668 -1.292002 0.920530 -0.643 0.880 0.685
H -2.217768 -0.479992 -0.540070 -0.234 -0.449 -0.040
H -1.333508 1.205018 1.091960 0.805 0.352 0.618
H -0.900428 1.264728 -0.598760 0.453 0.486 -0.181
H 1.288832 -1.374292 1.033420 -0.155 -0.420 0.108
H 1.966962 -0.715302 -0.407410 -0.218 -0.033 -0.586
C -4.797048 1.425478 1.748170 0.808 1.196 0.073
C -5.972318 0.773718 1.169560 -0.601 -1.726 1.061
O -7.169208 1.172628 1.904490 0.499 0.409 -1.467
H -4.843558 2.489018 1.514010 -0.051 0.259 0.357
H -3.877778 1.106488 1.256970 0.090 -0.406 0.137
H -4.763168 1.264458 2.825680 0.224 0.114 -0.037
H -5.934128 -0.291912 1.395540 0.393 -0.340 -0.419
H -5.974428 0.857728 0.082800 -0.610 0.423 -0.025
H -7.821488 1.072478 1.207280 -0.712 0.153 0.307
```
Positions in Å, forces in eV/Å.

## Properties
multiplicity = 2
E_LUMO (alpha / beta) = 0.086 / 0.085 hartree
HOMO-LUMO gap (alpha / beta) = 1.78 / 9.46 eV
⟨S²⟩ = 0.751
net charge = -1



(3)
A structure of composition C14H16AgN8S. Source: OMol25; level of theory: ωB97M-V with the def2-TZVPD basis set.

Structure (XYZ):
```
40
Properties=species:S:1:pos:R:3:forces:R:3
Ag 0.927879 -0.604202 -1.302942 -0.242 -0.020 -0.245
N -0.091411 -3.847024 -1.165104 -0.349 -0.310 -0.240
C -1.193598 -3.066889 -1.270522 0.076 0.199 0.416
N -2.375861 -3.660142 -1.332213 -0.525 -0.098 -0.336
C -3.435959 -2.840920 -1.397660 -0.182 -0.125 0.233
N -4.678159 -3.364830 -1.539785 0.425 -0.483 0.266
N -3.365084 -1.494658 -1.323331 0.357 0.131 -0.245
C -2.145127 -0.981930 -1.289694 -0.251 -1.171 0.323
N -1.013069 -1.726673 -1.236090 -0.370 0.719 -0.364
C -2.081491 0.503704 -1.331814 -0.174 1.272 0.180
C -3.237597 1.266898 -1.574345 1.096 -0.305 0.185
C -3.099389 2.640044 -1.737160 -0.140 -0.441 0.043
C -1.848773 3.220536 -1.629580 0.069 -0.057 0.083
C -0.761978 2.405420 -1.349078 -0.161 -0.035 0.276
N -0.899056 1.098974 -1.157831 0.335 -0.673 -0.540
H -0.207078 -4.841941 -1.366905 0.177 0.687 0.188
H 0.821511 -3.415780 -1.218893 -0.237 -0.208 -0.082
H -4.804580 -4.378176 -1.489773 0.195 0.750 -0.036
H -5.487027 -2.769201 -1.403560 0.423 -0.137 -0.122
H -4.168895 0.749696 -1.592716 -0.549 -0.058 -0.278
H -3.967711 3.232894 -1.973227 -0.110 0.153 0.090
H -1.724965 4.286655 -1.718937 0.068 0.126 -0.178
H 0.255990 2.789831 -1.275079 -0.267 -0.015 0.053
C 3.293376 3.171936 2.988219 -0.223 -0.191 -0.031
C 3.070336 1.917088 2.193751 0.448 -0.269 -1.638
C 2.844997 0.666865 2.705423 -0.034 -0.177 0.644
C 2.559401 -0.423482 1.860366 0.346 0.760 -1.683
N 2.495657 -0.212328 0.524630 0.151 -0.642 1.016
C 2.808280 0.970190 -0.033617 -0.331 0.995 -0.759
S 2.657423 1.257174 -1.740381 0.328 -0.458 1.449
N 3.131966 2.012476 0.801116 -0.105 -0.077 1.875
C 2.379794 -1.843148 2.318989 0.119 0.272 0.134
H 3.434507 2.910390 4.038099 0.063 0.105 -0.138
H 2.403102 3.816576 2.922222 0.228 -0.201 -0.039
H 4.153867 3.748263 2.628937 -0.130 -0.205 0.046
H 2.913869 0.503715 3.772229 -0.174 0.123 0.020
H 3.386523 2.921768 0.434366 -0.165 -0.234 -0.412
H 2.134310 -1.917178 3.380698 0.093 0.111 -0.127
H 3.326471 -2.383893 2.140278 -0.386 0.190 0.025
H 1.587555 -2.318681 1.740914 0.107 -0.001 -0.053
```
Positions in Å, forces in eV/Å.

## Properties
E_LUMO = -0.127 hartree
HOMO-LUMO gap = 7.68 eV
net charge = +1



Total energy: -3066.5564, -2014.3126, -1526.2123 (Eh)
Energy above the lowest of the compared OMol25 structures with the same formula, charge and spin: 132.39, 56.97, 0.00 (kJ/mol)